# H10O4S

A cluster of 5 separate species, H10O4S in total (ωB97M-V with the def2-TZVPD basis set, the Open Molecules 2025 dataset).

Cartesian coordinates (Å):
S -1.18057 -2.81517 -1.60392
H -0.64927 -1.62968 -1.92908
H -1.94522 -3.07255 -2.66921
H 0.99530 -2.05616 2.48453
H -0.34812 -1.78020 3.25023
O 0.06239 -2.27018 2.53550
H -1.29699 1.65364 0.09240
H -0.81287 3.05566 0.09338
O -1.64150 2.56623 0.14983
H 2.56789 1.59758 -1.09031
H 1.52584 2.64231 -1.15766
O 1.96351 2.07001 -0.50943
H 0.88462 0.49941 -0.07835
H -0.13269 -0.55924 0.56115
O 0.00768 0.09833 -0.12905

The relative energy (zero: lowest compared OMol25 entry of this formula, charge and spin) comes out at 0.641 eV. The net charge is 0. As for the molar mass: 106.1 g/mol. The SMILES is O.O.O.O.S. For the largest force on an atom, the calculation gives 0.787 eV/Å. The calculation puts the lowest unoccupied orbital energy at 0.23 eV.

=====

# C10H6Cl24O6S

A structure of composition C10H6Cl24O6S in a non-equilibrium geometry (ωB97M-V with the def2-TZVPD basis set, the Open Molecules 2025 dataset).

Cartesian coordinates (Å):
O 0.81172 3.61762 1.36669
C -0.00977 4.24588 0.67801
O -0.11652 5.67844 0.65683
C -1.09878 3.48012 -0.24297
C -2.52703 3.82701 0.38896
C -3.30365 2.66796 1.22446
O -4.58365 3.34035 1.49651
S -4.74727 4.77448 0.59961
O -4.62536 6.02375 1.43934
O -5.94306 4.72507 -0.30760
O -3.44383 4.57804 -0.47704
H -0.53168 5.90045 1.52840
H -0.89881 2.35174 -0.25889
H -0.98622 3.94513 -1.29133
H -2.34587 4.59119 1.23834
H -3.42633 1.65092 0.71007
H -2.59162 2.55901 2.12505
C 1.43612 -0.07858 -1.11516
Cl 1.79140 -0.08897 0.62427
Cl 2.30904 -1.40457 -1.90751
Cl -0.31133 -0.29520 -1.36481
Cl 1.94628 1.47346 -1.81462
C -5.63454 -0.70048 2.30425
Cl -6.44647 -0.84815 0.73201
Cl -3.89080 -0.46468 2.04981
Cl -6.29613 0.69203 3.18468
Cl -5.89851 -2.18008 3.24946
C 2.34978 -4.73709 -4.40800
Cl 0.96099 -3.63067 -4.44053
Cl 3.57587 -4.11640 -3.28184
Cl 1.81288 -6.34520 -3.87496
Cl 3.04934 -4.85704 -6.03588
C 0.22187 -1.43192 4.28029
Cl -0.92542 -0.73854 3.11403
Cl 0.98481 -2.87777 3.58423
Cl 1.47190 -0.22921 4.66035
Cl -0.64196 -1.87855 5.76590
C 3.84017 -5.63153 0.76378
Cl 5.37757 -4.76693 0.55154
Cl 4.11770 -7.11050 1.70778
Cl 2.69159 -4.58329 1.62368
Cl 3.17922 -6.06141 -0.82695
C 5.86147 -1.01160 -4.00160
Cl 7.37716 -0.11056 -4.21651
Cl 6.17121 -2.48664 -3.06401
Cl 4.68581 -0.00911 -3.12662
Cl 5.20073 -1.44799 -5.59153

The net charge is 0. As for the molar mass: 1105.1 g/mol. For the largest force on an atom, the calculation gives 4.995 eV/Å. The calculation puts the lowest unoccupied orbital energy at -0.32 eV.

=====

# C4H11N3

The ion C4H11N3 with charge +2 in a non-equilibrium geometry (ωB97M-V with the def2-TZVPD basis set, the Open Molecules 2025 dataset).

Cartesian coordinates (Å):
C 0.41005 0.62679 -1.74038
C -0.85586 0.33140 0.24943
C -0.15911 -2.14411 0.14272
C 1.31735 1.10169 0.50652
N -1.73617 1.22809 0.49086
N -0.95941 -0.95581 0.66589
N 0.38191 0.70020 -0.47085
H 1.14412 1.08723 -2.36734
H -0.53876 0.25927 -2.21036
H 0.81100 -1.77639 -0.24562
H -0.68967 -2.69319 -0.63783
H -0.10770 -2.67642 1.13039
H 1.16966 1.97845 1.17530
H 2.30891 1.24894 0.07194
H 1.35705 0.50272 1.45067
H -2.41625 1.04515 1.27476
H -1.70181 2.17730 0.02625
H -1.91882 -1.10727 0.92596

The relative energy (zero: lowest compared OMol25 entry of this formula, charge and spin) comes out at 2.106 eV. The net charge is +2. As for the molar mass: 101.2 g/mol. The SMILES is C=[N+](C)/C(N)=[NH+]\C. For the largest force on an atom, the calculation gives 4.369 eV/Å. The calculation puts the lowest unoccupied orbital energy at -9.91 eV.

=====

# C16H14N2O5S3Sn

A structure of composition C16H14N2O5S3Sn (ωB97M-V with the def2-TZVPD basis set, the Open Molecules 2025 dataset).

Cartesian coordinates (Å):
Sn -0.63046 0.97370 -0.54447
N 0.31822 0.67573 2.67609
C 0.61999 1.54155 3.79750
C 0.12147 2.96902 3.52750
C 0.93716 3.63393 2.44933
O 1.81915 4.41649 2.64874
O 0.76178 3.14326 1.17315
H -0.67751 0.51193 2.56039
H 0.78384 -0.21940 2.72291
H 1.70289 1.56172 3.94699
H 0.17261 1.21644 4.74756
H 0.22886 3.58078 4.42173
H -0.93073 2.93256 3.24971
O -3.34439 -0.99361 2.21833
C -2.66104 -0.74964 1.23378
O -2.05869 0.37936 1.04397
C -2.55137 -1.81495 0.16000
C -3.72022 -2.51600 -0.13181
C -3.74214 -3.52310 -1.07918
C -2.56757 -3.85609 -1.74224
C -1.39782 -3.17693 -1.45493
C -1.36693 -2.15019 -0.50630
S 0.19824 -1.37624 -0.19073
H -4.61218 -2.25466 0.42245
H -4.66400 -4.04824 -1.29631
H -2.56269 -4.64304 -2.48702
H -0.47897 -3.42556 -1.97041
O 1.58479 1.31928 -0.76740
N 2.14051 0.67346 -1.78210
C 3.29112 0.01688 -1.52285
C 3.96319 -0.66118 -2.49837
C 3.41871 -0.68139 -3.78572
C 2.24080 -0.02898 -4.03007
C 1.55785 0.67994 -3.01869
S 0.08430 1.49162 -3.26651
H 3.60270 0.08705 -0.49247
H 4.88111 -1.17431 -2.25386
H 3.91704 -1.21722 -4.58308
H 1.78390 -0.03725 -5.00855
S -1.71509 3.87036 0.78460
C -0.44842 2.87293 0.62833

As for the spin multiplicity: 2. The relative energy (zero: lowest compared OMol25 entry of this formula, charge and spin) comes out at 0.000 eV. The net charge is -1. The expectation value of S² is 0.7558. As for the molar mass: 529.2 g/mol. For the largest force on an atom, the calculation gives 0.130 eV/Å. The calculation puts the lowest unoccupied orbital energy (alpha / beta) at 2.64 / 1.92 eV.

=====

# C18H47MnO14P3

A structure of composition C18H47MnO14P3 in a non-equilibrium geometry (ωB97M-V with the def2-TZVPD basis set, the Open Molecules 2025 dataset).

Cartesian coordinates (Å):
Mn 0.75829 -1.08442 0.07573
O 1.33682 -2.62801 -1.05233
H 1.89562 -3.34395 -0.72949
O 1.27736 -0.71546 1.95414
H 1.23590 -0.04901 2.64695
C -4.85708 0.01132 -0.04995
C -3.35148 -0.00282 -0.30851
O -2.91528 1.28990 -0.74194
P -1.37476 1.59142 -0.69435
O -0.53067 0.40417 -0.71645
O -1.15286 2.48908 -1.95022
C -1.83639 3.77123 -2.04201
C -0.98329 4.88755 -1.54555
O -1.23271 2.50626 0.56777
C -0.35451 2.12854 1.67116
C -0.02963 3.39401 2.42085
H -5.42671 -0.56826 -0.77345
H -5.06320 -0.44179 0.92278
H -5.20268 1.04156 0.01527
H -2.82918 -0.33409 0.59440
H -3.05174 -0.78131 -1.01640
H -2.04076 3.87570 -3.10895
H -2.81243 3.73303 -1.55715
H -1.49982 5.84170 -1.66853
H -0.76809 4.76428 -0.48344
H -0.02058 4.95421 -2.05218
H -0.88040 1.40636 2.29312
H 0.54041 1.65610 1.26454
H 0.62317 3.21825 3.27315
H 0.47035 4.09208 1.74795
H -0.95472 3.86547 2.75692
C -3.46551 -4.65460 -1.14485
C -1.95725 -4.54930 -1.07365
O -1.46048 -4.60377 0.30441
P -1.52848 -3.32403 1.20140
O -1.10582 -2.09416 0.53842
O -0.73787 -3.72094 2.49659
C 0.62787 -4.22248 2.32190
C 1.23073 -4.30148 3.68528
O -3.00692 -3.14315 1.74072
C -3.48939 -3.81115 2.94854
C -4.98367 -3.95041 2.82501
H -3.90797 -4.27741 -0.22038
H -3.89815 -4.10140 -1.97414
H -3.79417 -5.69558 -1.15997
H -1.47350 -5.40981 -1.52846
H -1.52617 -3.65305 -1.51834
H 0.57973 -5.20325 1.85522
H 1.15435 -3.48957 1.71033
H 0.88975 -5.18934 4.22520
H 2.31872 -4.39655 3.65914
H 1.01772 -3.40682 4.26739
H -2.92723 -4.72655 3.09752
H -3.26323 -3.09464 3.73848
H -5.30940 -4.91855 2.44005
H -5.44067 -3.89045 3.81902
H -5.43777 -3.14810 2.24864
C 2.53548 5.21054 -0.38313
C 3.38742 3.97756 -0.49766
O 2.55228 2.90819 -1.00603
P 3.09939 1.43764 -1.24370
O 2.31482 0.41796 -0.57831
O 4.59750 1.53953 -0.82429
C 5.52758 0.46755 -1.05536
C 6.82994 0.79647 -0.37023
O 3.14376 1.26660 -2.80931
C 1.91416 0.95148 -3.51048
C 1.43012 2.14491 -4.28946
H 2.34369 5.64972 -1.36066
H 1.60019 4.99587 0.12887
H 3.08083 5.96087 0.19547
H 4.18805 4.14850 -1.22137
H 3.84035 3.64982 0.43571
H 5.12044 -0.45668 -0.64225
H 5.67956 0.31546 -2.12498
H 7.51319 -0.04422 -0.49882
H 7.34736 1.63906 -0.83367
H 6.64383 1.01630 0.67898
H 2.14182 0.10278 -4.15634
H 1.17384 0.58403 -2.79808
H 2.20981 2.54924 -4.93608
H 0.58616 1.83277 -4.90565
H 1.12428 2.94153 -3.61044

As for the spin multiplicity: 6. The relative energy (zero: lowest compared OMol25 entry of this formula, charge and spin) comes out at 0.000 eV. The net charge is 0. The expectation value of S² is 8.7538. As for the molar mass: 635.4 g/mol. For the largest force on an atom, the calculation gives 1.397 eV/Å. The calculation puts the lowest unoccupied orbital energy (alpha / beta) at 0.76 / 0.75 eV.